No. 1
This record from OMol25 describes a single C2H4N2OS2 molecule. The level of theory is ωB97M-V/def2-TZVPD.

ORCA input file:
```
! wB97M-V def2-TZVPD RIJCOSX def2/J DEFGRID3
* xyz 0 1
S 0.15 0.99 -2.69
S -1.98 0.25 0.98
O 1.98 -1.56 0.92
N 0.77 -0.96 1.09
N -0.68 0.41 -0.14
C -0.82 1.04 -1.36
C 0.53 -0.29 0.04
H 1.28 -0.26 -0.79
H 2.04 -2.28 1.55
H -1.77 1.56 -1.41
H -1.49 1.10 1.81
*
```

As for the energy: -28834.217 eV. As for the orbital gap: 8.873 eV. The value obtained for the energy relative to the best compared isomer or geometry (same formula, charge and spin) is 66.09 kcal/mol. Its largest force on an atom is 1.87 eV/A. The HOMO energy is -0.326 Eh. As for the SMILES: O/N=C/N(S)C=S. The calculation puts the LUMO energy at -0.0002 Eh.


No. 2
This record from OMol25 describes a single C2H4N2S molecule. The level of theory is ωB97M-V/def2-TZVPD.

ORCA input file:
```
! wB97M-V def2-TZVPD RIJCOSX def2/J DEFGRID3
* xyz 0 1
S 0.69 -1.92 0.37
N -0.89 0.09 -0.66
N -0.81 -0.87 0.30
C 0.36 -0.28 0.90
C 0.36 0.80 -0.29
H 0.38 -0.16 1.95
H 0.15 1.92 -0.12
H -1.43 -0.13 -1.47
H 1.20 0.54 -0.97
*
```

As for the energy: -15950.442 eV. As for the orbital gap: 9.074 eV. The value obtained for the energy relative to the best compared isomer or geometry (same formula, charge and spin) is 79.34 kcal/mol. Its largest force on an atom is 2.67 eV/A. The HOMO energy is -0.304 Eh. As for the SMILES: C1NN2S[C@@H]12. The calculation puts the LUMO energy at 0.0297 Eh.


No. 3
This record from OMol25 describes a molecular structure, C2H4N2S. The level of theory is ωB97M-V/def2-TZVPD.

ORCA input file:
```
! wB97M-V def2-TZVPD RIJCOSX def2/J DEFGRID3
* xyz 0 1
S -1.57 -0.44 -0.11
N 1.79 0.14 -0.22
N 0.71 0.96 -0.02
C -0.64 0.88 0.26
C 1.47 -1.04 0.15
H 0.42 -1.31 0.97
H 2.25 -1.91 -0.02
H 1.17 1.76 -0.15
H -1.23 1.84 0.34
*
```

As for the energy: -15950.455 eV. As for the orbital gap: 8.248 eV. The value obtained for the energy relative to the best compared isomer or geometry (same formula, charge and spin) is 79.04 kcal/mol. Its largest force on an atom is 5.25 eV/A. The HOMO energy is -0.308 Eh. The calculation puts the LUMO energy at -0.0051 Eh.


No. 4
This record from OMol25 describes a molecular structure, C2H4N2S. The level of theory is ωB97M-V/def2-TZVPD.

ORCA input file:
```
! wB97M-V def2-TZVPD RIJCOSX def2/J DEFGRID3
* xyz 0 1
S -2.13 0.00 0.02
N 1.75 -0.62 -0.19
N 0.33 -0.51 0.05
C -0.44 0.59 -0.13
C 2.65 0.43 0.13
H 2.51 1.75 0.34
H 0.00 1.72 -0.17
H 3.87 -0.29 -0.09
H -0.12 -1.41 0.60
*
```

As for the energy: -15947.960 eV. As for the orbital gap: 7.757 eV. The value obtained for the energy relative to the best compared isomer or geometry (same formula, charge and spin) is 136.59 kcal/mol. Its largest force on an atom is 5.89 eV/A. The HOMO energy is -0.309 Eh. The calculation puts the LUMO energy at -0.0239 Eh.


No. 5
This record from OMol25 describes 2 unconnected molecules or ions with the total composition C2H4N2S2. The level of theory is ωB97M-V/def2-TZVPD.

ORCA input file:
```
! wB97M-V def2-TZVPD RIJCOSX def2/J DEFGRID3
* xyz 0 1
S 1.78 -1.16 -0.99
S 0.28 1.51 -0.74
N -2.69 0.56 0.08
N 0.74 -0.04 -0.11
C 2.06 -0.06 0.46
C -2.87 -0.56 -0.02
H -3.10 -1.58 0.19
H -0.99 1.14 -0.37
H 2.62 0.77 0.12
H 2.19 -0.57 1.38
*
```

As for the energy: -26786.248 eV. As for the orbital gap: 9.200 eV. The value obtained for the energy relative to the best compared isomer or geometry (same formula, charge and spin) is 86.85 kcal/mol. Its largest force on an atom is 2.41 eV/A. The HOMO energy is -0.315 Eh. As for the SMILES: SN1CS1.C#N. The calculation puts the LUMO energy at 0.0235 Eh.


No. 6
This record from OMol25 describes a single C2H4N2S2 molecule. The level of theory is ωB97M-V/def2-TZVPD.

ORCA input file:
```
! wB97M-V def2-TZVPD RIJCOSX def2/J DEFGRID3
* xyz 0 1
S -2.96 -0.84 -0.19
S 2.26 -1.28 -0.21
N -0.35 -0.81 0.31
N 0.93 1.07 -0.14
C -1.51 -0.10 -0.14
C 0.90 -0.30 0.00
H -1.15 0.92 -0.49
H 0.49 1.59 0.71
H -0.46 -1.79 0.63
H 1.85 1.52 -0.47
*
```

As for the energy: -26789.009 eV. As for the orbital gap: 8.211 eV. The value obtained for the energy relative to the best compared isomer or geometry (same formula, charge and spin) is 23.18 kcal/mol. Its largest force on an atom is 2.72 eV/A. The HOMO energy is -0.324 Eh. As for the SMILES: NC(=S)NC=S. The calculation puts the LUMO energy at -0.0226 Eh.


No. 7
This record from OMol25 describes a single C2H4N2S2 molecule. The level of theory is ωB97M-V/def2-TZVPD.

ORCA input file:
```
! wB97M-V def2-TZVPD RIJCOSX def2/J DEFGRID3
* xyz 0 1
S 3.04 -0.80 -0.17
S 1.58 1.86 -0.03
N -1.94 -0.37 -0.28
N -0.76 0.15 0.03
C 1.69 0.09 0.20
C 0.43 -0.47 0.19
H -2.64 0.37 -0.20
H 0.60 -1.66 0.52
H 0.16 2.08 -0.47
H -2.14 -1.26 0.21
*
```

As for the energy: -26786.252 eV. As for the orbital gap: 7.551 eV. The value obtained for the energy relative to the best compared isomer or geometry (same formula, charge and spin) is 86.76 kcal/mol. Its largest force on an atom is 7.70 eV/A. The HOMO energy is -0.324 Eh. As for the SMILES: N/N=C/C(=S)S. The calculation puts the LUMO energy at -0.0462 Eh.


No. 8
This record from OMol25 describes a single C2H4N2S2 molecule. The level of theory is ωB97M-V/def2-TZVPD.

ORCA input file:
```
! wB97M-V def2-TZVPD RIJCOSX def2/J DEFGRID3
* xyz 0 1
S 0.14 -1.14 -0.39
S -2.40 0.38 0.08
N 2.25 0.40 0.37
N 1.61 1.32 -0.40
C 1.58 -0.64 0.47
C -0.89 0.18 0.34
H -0.17 0.94 0.74
H 1.06 0.93 -1.20
H 1.96 -1.20 1.42
H 2.19 2.10 -0.66
*
```

As for the energy: -26786.942 eV. As for the orbital gap: 8.450 eV. The value obtained for the energy relative to the best compared isomer or geometry (same formula, charge and spin) is 70.86 kcal/mol. Its largest force on an atom is 5.44 eV/A. The HOMO energy is -0.323 Eh. As for the SMILES: N/N=C\SC=S. The calculation puts the LUMO energy at -0.0124 Eh.


No. 9
This record from OMol25 describes a single C2H4N2S2 molecule. The level of theory is ωB97M-V/def2-TZVPD.

ORCA input file:
```
! wB97M-V def2-TZVPD RIJCOSX def2/J DEFGRID3
* xyz 0 1
S -0.45 1.39 -0.28
S 1.70 -0.60 -0.38
N -2.08 -0.89 -0.18
N 0.16 -1.19 0.12
C 1.26 1.04 0.15
C -0.93 -0.34 -0.17
H 1.36 1.10 1.26
H 1.90 1.78 -0.30
H -2.78 -0.14 -0.34
H -0.13 -2.14 0.11
*
```

As for the energy: -26788.773 eV. As for the orbital gap: 8.878 eV. The value obtained for the energy relative to the best compared isomer or geometry (same formula, charge and spin) is 28.64 kcal/mol. Its largest force on an atom is 1.91 eV/A. The HOMO energy is -0.311 Eh. As for the SMILES: [H]/N=C1/NSCS1. The calculation puts the LUMO energy at 0.0156 Eh.


No. 10
This record from OMol25 describes a single C2H4N2S2 molecule. The level of theory is ωB97M-V/def2-TZVPD.

ORCA input file:
```
! wB97M-V def2-TZVPD RIJCOSX def2/J DEFGRID3
* xyz 0 3
S 3.29 -0.03 -0.03
S -0.90 0.71 0.18
N 0.58 -1.69 0.07
N 1.81 0.05 0.16
C -0.58 -1.18 0.43
C 0.94 1.14 0.03
H 1.10 1.67 -0.83
H -1.39 -1.66 -0.20
H 0.91 1.85 0.75
H -0.89 -1.11 1.48
*
```

As for the energy: -26783.082 eV. As for the orbital gap (alpha / beta): 6.896 / 7.533 eV. The value obtained for the energy relative to the best compared isomer or geometry (same formula, charge and spin) is 84.89 kcal/mol. Its largest force on an atom is 3.63 eV/A. The HOMO energy (alpha / beta) is -0.296 / -0.317 Eh. The calculation puts the LUMO energy (alpha / beta) at -0.0429 / -0.0406 Eh.


No. 11
This record from OMol25 describes a single C2H4N2S2 molecule. The level of theory is ωB97M-V/def2-TZVPD.

ORCA input file:
```
! wB97M-V def2-TZVPD RIJCOSX def2/J DEFGRID3
* xyz 0 3
S -0.56 -1.33 -0.24
S 3.88 -0.38 0.17
N 2.71 0.21 -0.66
N -1.87 -0.46 -0.18
C 0.64 -0.16 0.49
C 1.51 0.33 -0.62
H 1.03 0.82 -1.39
H -2.53 -0.96 -0.92
H 1.11 -0.72 1.28
H -0.14 0.60 0.88
*
```

As for the energy: -26785.875 eV. As for the orbital gap (alpha / beta): 8.748 / 7.481 eV. The value obtained for the energy relative to the best compared isomer or geometry (same formula, charge and spin) is 20.49 kcal/mol. Its largest force on an atom is 4.29 eV/A. The HOMO energy (alpha / beta) is -0.297 / -0.324 Eh. The calculation puts the LUMO energy (alpha / beta) at 0.0241 / -0.0486 Eh.


No. 12
This record from OMol25 describes a single C2H4N2S3 molecule. The level of theory is ωB97M-V/def2-TZVPD.

ORCA input file:
```
! wB97M-V def2-TZVPD RIJCOSX def2/J DEFGRID3
* xyz 0 1
S -2.23 0.33 0.04
S 1.69 -0.44 1.34
S 1.88 0.37 -1.44
N 0.10 1.45 0.16
N -1.08 1.62 0.09
C 0.83 0.29 0.01
C -1.13 -1.03 -0.02
H 0.93 -0.38 2.47
H -0.84 -1.44 -1.05
H -1.12 -1.77 0.73
H 0.98 1.00 -2.34
*
```

As for the energy: -37620.412 eV. As for the orbital gap (alpha / beta): 8.215 / 8.216 eV. The value obtained for the energy relative to the best compared isomer or geometry (same formula, charge and spin) is 92.52 kcal/mol. Its largest force on an atom is 3.47 eV/A. The HOMO energy (alpha / beta) is -0.307 / -0.307 Eh. The calculation puts the LUMO energy (alpha / beta) at -0.0048 / -0.0048 Eh.


No. 13
This record from OMol25 describes a molecular structure, C2H4N2S3. The level of theory is ωB97M-V/def2-TZVPD.

ORCA input file:
```
! wB97M-V def2-TZVPD RIJCOSX def2/J DEFGRID3
* xyz 0 1
S 0.10 1.49 -1.44
S -2.98 -0.95 0.18
S -0.23 1.45 1.35
N -3.26 0.70 0.12
N -2.31 1.39 -0.05
C -1.05 0.79 -0.10
C -1.21 -0.71 -0.24
H -0.31 2.72 -1.10
H -0.56 -1.46 0.35
H -1.27 1.49 2.31
H -1.15 -0.94 -1.29
*
```

As for the energy: -37622.557 eV. As for the orbital gap: 9.641 eV. The value obtained for the energy relative to the best compared isomer or geometry (same formula, charge and spin) is 43.07 kcal/mol. Its largest force on an atom is 3.73 eV/A. The HOMO energy is -0.346 Eh. The calculation puts the LUMO energy at 0.0087 Eh.


No. 14
This record from OMol25 describes 2 unconnected molecules or ions with the total composition C2H4N3. The level of theory is ωB97M-V/def2-TZVPD.

ORCA input file:
```
! wB97M-V def2-TZVPD RIJCOSX def2/J DEFGRID3
* xyz 1 1
N -1.35 -0.03 0.13
N -2.38 -0.14 -0.69
N -3.15 0.78 0.04
C -2.44 0.22 0.95
C 0.08 -1.39 -0.16
H -0.46 -2.36 -0.13
H 0.58 -0.94 -1.00
H 0.85 -1.39 0.61
H -4.21 0.61 0.06
*
```

As for the energy: -6593.301 eV. As for the orbital gap (alpha / beta): 9.110 / 9.114 eV. The value obtained for the energy relative to the best compared isomer or geometry (same formula, charge and spin) is 188.29 kcal/mol. Its largest force on an atom is 6.46 eV/A. The HOMO energy (alpha / beta) is -0.576 / -0.576 Eh. The calculation puts the LUMO energy (alpha / beta) at -0.2416 / -0.2415 Eh.


No. 15
This record from OMol25 describes a gas-phase ion, C2H4N3 (charge +1). The level of theory is ωB97M-V/def2-TZVPD.

ORCA input file:
```
! wB97M-V def2-TZVPD RIJCOSX def2/J DEFGRID3
* xyz 1 1
N -0.38 -0.95 0.20
N 0.42 1.30 0.01
N -1.21 -0.23 0.52
C 0.56 -1.53 -0.27
C -0.78 1.17 0.27
H 0.84 2.15 -0.18
H 1.48 -1.48 0.20
H 0.57 -2.31 -1.16
H -1.51 1.88 0.41
*
```

As for the energy: -6597.682 eV. As for the orbital gap: 9.776 eV. The value obtained for the energy relative to the best compared isomer or geometry (same formula, charge and spin) is 87.26 kcal/mol. Its largest force on an atom is 6.10 eV/A. The HOMO energy is -0.607 Eh. As for the SMILES: [H]/N=C/N=[N+]=C. The calculation puts the LUMO energy at -0.2474 Eh.


No. 16
This record from OMol25 describes a gas-phase ion, C2H4N3 (charge +1). The level of theory is ωB97M-V/def2-TZVPD.

ORCA input file:
```
! wB97M-V def2-TZVPD RIJCOSX def2/J DEFGRID3
* xyz 1 1
N 0.87 -0.28 0.17
N -1.66 0.70 0.23
N -0.13 -0.91 0.24
C -1.37 -0.50 -0.05
C 1.97 0.26 -0.01
H 2.62 0.18 -0.90
H 2.39 0.88 0.67
H -2.07 -1.22 -0.34
H -2.60 0.87 -0.02
*
```

As for the energy: -6597.859 eV. As for the orbital gap: 9.452 eV. The value obtained for the energy relative to the best compared isomer or geometry (same formula, charge and spin) is 83.17 kcal/mol. Its largest force on an atom is 4.89 eV/A. The HOMO energy is -0.605 Eh. As for the SMILES: [H]/N=C/N=[N+]=C. The calculation puts the LUMO energy at -0.2576 Eh.


No. 17
This record from OMol25 describes a gas-phase ion, C2H4N3O (charge +1). The level of theory is ωB97M-V/def2-TZVPD.

ORCA input file:
```
! wB97M-V def2-TZVPD RIJCOSX def2/J DEFGRID3
* xyz 1 1
O -2.51 0.88 0.99
N -0.93 0.29 -0.67
N 0.86 1.09 0.66
N 1.14 -1.08 -0.30
C -1.81 0.54 0.17
C 0.64 0.11 0.03
H -1.13 -0.44 -1.34
H 0.51 -1.71 -0.82
H 1.37 1.85 1.03
H 1.87 -1.52 0.24
*
```

As for the energy: -8647.669 eV. As for the orbital gap: 10.733 eV. The value obtained for the energy relative to the best compared isomer or geometry (same formula, charge and spin) is 28.71 kcal/mol. Its largest force on an atom is 2.71 eV/A. The HOMO energy is -0.571 Eh. As for the SMILES: [H]/N=C(\N)[NH+]=C=O. The calculation puts the LUMO energy at -0.1770 Eh.


No. 18
This record from OMol25 describes a gas-phase ion, C2H4N3O (charge +1). The level of theory is ωB97M-V/def2-TZVPD.

ORCA input file:
```
! wB97M-V def2-TZVPD RIJCOSX def2/J DEFGRID3
* xyz 1 1
O -2.06 0.42 -0.12
N -0.94 -0.02 -0.08
N 1.86 -0.38 -0.20
N -0.01 1.03 -0.13
C 1.31 0.67 -0.04
C -0.66 -1.29 0.05
H 2.12 1.40 0.13
H 0.25 -1.68 0.20
H -0.40 1.81 0.28
H -1.47 -1.97 -0.10
*
```

As for the energy: -8641.733 eV. As for the orbital gap (alpha / beta): 10.032 / 6.263 eV. The value obtained for the energy relative to the best compared isomer or geometry (same formula, charge and spin) is 165.60 kcal/mol. Its largest force on an atom is 4.25 eV/A. The HOMO energy (alpha / beta) is -0.596 / -0.563 Eh. The calculation puts the LUMO energy (alpha / beta) at -0.2276 / -0.3326 Eh.


No. 19
This record from OMol25 describes 2 unconnected molecules or ions with the total composition C2H4N3OP. The level of theory is ωB97M-V/def2-TZVPD.

ORCA input file:
```
! wB97M-V def2-TZVPD RIJCOSX def2/J DEFGRID3
* xyz 0 1
P -0.83 -2.72 0.44
O -2.90 0.11 -0.99
N 1.20 1.81 -0.06
N -1.06 -1.13 -0.10
N 0.84 1.79 -1.21
C -1.91 -0.44 -0.63
C 1.68 1.53 0.94
H 1.50 1.64 1.94
H -0.30 -2.11 1.52
H 0.44 -2.87 -0.06
H 1.33 2.39 -1.80
*
```

As for the energy: -17941.209 eV. As for the orbital gap: 9.606 eV. The value obtained for the energy relative to the best compared isomer or geometry (same formula, charge and spin) is 76.29 kcal/mol. Its largest force on an atom is 3.30 eV/A. The HOMO energy is -0.328 Eh. The calculation puts the LUMO energy at 0.0250 Eh.


No. 20
This record from OMol25 describes a gas-phase ion, C2H4N3OS (charge +1). The level of theory is ωB97M-V/def2-TZVPD.

ORCA input file:
```
! wB97M-V def2-TZVPD RIJCOSX def2/J DEFGRID3
* xyz 1 1
S 0.59 -0.46 2.19
O -1.97 1.84 0.53
N -1.05 1.09 0.67
N -0.71 0.66 1.89
N 0.89 -0.95 0.68
C 0.67 -0.54 -0.40
C 0.62 -0.77 -1.82
H -1.04 1.24 2.77
H 0.84 0.26 -2.38
H -0.35 -1.06 -2.06
H 1.52 -1.32 -2.08
*
```

As for the energy: -19479.227 eV. As for the orbital gap: 8.141 eV. The value obtained for the energy relative to the best compared isomer or geometry (same formula, charge and spin) is 114.44 kcal/mol. Its largest force on an atom is 4.96 eV/A. The HOMO energy is -0.519 Eh. As for the SMILES: CC#[N+]SNN=O. The calculation puts the LUMO energy at -0.2197 Eh.